This record from the Open Molecules 2025 dataset describes a cluster of 2 separate species, C4H12 in total. The level of theory is ωB97M-V with the def2-TZVPD basis set.

Positions of all 16 atoms, in Å:
C: 0.50 -2.01 0.56
C: -0.70 -2.90 0.00
H: 0.77 -2.50 1.47
H: 1.32 -2.04 -0.27
H: 0.17 -0.87 0.72
H: -1.32 -2.50 -0.83
H: -1.41 -3.21 0.71
H: -0.10 -3.78 -0.32
C: -0.14 3.21 -0.41
C: 0.38 1.73 -0.14
H: 0.03 3.72 0.54
H: 0.55 3.65 -1.20
H: -1.31 3.26 -0.60
H: 1.40 1.67 0.37
H: 0.12 1.24 -1.13
H: -0.43 1.19 0.49

ΔE to the lowest compared entry with this formula, charge and spin (kcal/mol): 31.9
Energy (hartree): -159.53414
SMILES string: CC.CC
LUMO level (eV): 1.087
Net charge: 0

Atomic partial charges in e from the Löwdin method, atoms 1 to 6: number 1, C, carries -0.1556; number 2, C, carries -0.1706; number 3, H, carries 0.0325; number 4, H, carries 0.0891; number 5, H, carries 0.0588; number 6, H, carries 0.0643

***

This record from the Open Molecules 2025 dataset describes a cluster of 2 separate species, C4H12 in total. The level of theory is ωB97M-V with the def2-TZVPD basis set.

Positions of all 16 atoms, in Å:
C: 1.74 0.78 -0.36
C: 1.81 0.20 0.99
H: 1.48 1.87 -0.33
H: 2.71 0.67 -0.84
H: 0.76 0.47 -0.75
H: 1.92 -0.94 0.97
H: 0.90 0.15 1.63
H: 2.61 0.59 1.63
C: -1.59 -1.02 -0.82
C: -1.91 0.11 0.13
H: -2.45 -1.67 -0.98
H: -1.15 -0.71 -1.80
H: -0.68 -1.64 -0.64
H: -2.94 0.48 0.04
H: -1.26 0.96 -0.03
H: -1.97 -0.30 1.16

2S+1: 2
ΔE to the lowest compared entry with this formula, charge and spin (kcal/mol): 19.1
Energy (hartree): -159.13932
LUMO level (spin up / spin down) (eV): -2.915 / -11.314
Net charge: +1

Atomic partial charges in e from the Löwdin method, atoms 1 to 6: number 1, C, carries -0.0551; number 2, C, carries -0.0821; number 3, H, carries 0.1640; number 4, H, carries 0.1198; number 5, H, carries 0.0702; number 6, H, carries 0.1692